Entry 1:
C19H17BrF3N3O3 in the gas phase in a non-equilibrium geometry. Source: OMol25; level of theory: wB97M-V/def2-TZVPD.

- LUMO (eV) = 0.15
- SMILES = O=C(c1ccc(Br)c(C(F)(F)F)c1)N1CCC2(CC1)CCN2C(=O)c1cnoc1
- calculated total energy (eV) = -108785.6605
- orbital gap (eV) = 9.59

The geometry in XYZ format:
```
46
Properties=species:S:1:pos:R:3:nbo_charge:R:1
O 0.982 -0.064 -0.979 -0.619
C 0.470 -0.336 0.109 0.665
C -0.426 -1.555 0.200 -0.132
C -0.153 -2.676 -0.594 -0.136
C -0.976 -3.798 -0.542 -0.239
C -2.093 -3.818 0.290 -0.074
Br -3.162 -5.399 0.305 0.090
C -2.408 -2.696 1.076 -0.107
C -3.640 -2.689 1.987 0.971
F -3.765 -1.538 2.653 -0.318
F -4.747 -2.863 1.265 -0.314
F -3.547 -3.667 2.887 -0.315
C -1.572 -1.570 1.010 -0.189
N 0.666 0.432 1.220 -0.442
C 0.791 -0.165 2.567 -0.233
C 2.258 -0.633 2.731 -0.421
C 3.310 0.481 2.476 0.159
C 2.946 1.321 1.221 -0.426
C 1.443 1.682 1.103 -0.226
C 4.774 -0.006 2.509 -0.404
C 5.084 0.870 3.735 -0.206
N 3.654 1.286 3.681 -0.430
C 2.948 2.151 4.437 0.658
O 1.783 2.466 4.229 -0.621
C 3.636 2.689 5.557 -0.272
C 4.028 2.044 6.729 -0.027
N 4.719 2.823 7.530 -0.101
O 4.810 4.051 6.871 -0.271
C 4.162 3.955 5.683 0.171
H 0.702 -2.679 -1.258 0.240
H -0.753 -4.659 -1.154 0.235
H -1.825 -0.688 1.585 0.243
H 0.557 0.619 3.288 0.237
H 0.054 -0.932 2.795 0.222
H 2.391 -1.046 3.731 0.217
H 2.437 -1.466 2.050 0.213
H 3.536 2.237 1.198 0.215
H 3.237 0.774 0.323 0.230
H 1.180 2.238 0.200 0.233
H 1.135 2.341 1.915 0.232
H 4.815 -1.081 2.688 0.217
H 5.291 0.284 1.593 0.220
H 5.256 0.340 4.674 0.204
H 5.708 1.749 3.557 0.208
H 3.812 1.019 6.994 0.224
H 4.159 4.835 5.054 0.222
```

***

Entry 2:
C19H17BrN2O4 in the gas phase in a non-equilibrium geometry. Source: OMol25; level of theory: wB97M-V/def2-TZVPD.

- LUMO (eV) = -0.40
- SMILES = COc1ccc(CN(C)/C=C2\C(=O)NC(=O)c3ccc(Br)cc32)cc1O
- calculated total energy (eV) = -101188.7390
- orbital gap (eV) = 7.71

The geometry in XYZ format:
```
43
Properties=species:S:1:pos:R:3:nbo_charge:R:1
C -1.617 -2.075 -4.743 -0.248
O -2.426 -1.984 -3.571 -0.517
C -1.910 -2.168 -2.352 0.187
C -0.626 -2.798 -2.172 -0.249
C -0.020 -2.893 -0.809 -0.232
C -0.773 -2.423 0.270 -0.051
C -0.088 -2.291 1.613 -0.223
N 1.042 -1.454 1.537 -0.505
C 2.408 -2.090 1.595 -0.405
C 0.968 -0.186 0.941 0.145
C 0.895 0.976 1.599 -0.166
C 0.793 1.041 3.078 0.650
O 0.199 0.219 3.855 -0.612
N 1.237 2.115 3.667 -0.590
C 1.315 3.287 2.964 0.653
O 1.454 4.265 3.674 -0.571
C 0.951 3.478 1.574 -0.161
C 0.857 4.753 0.925 -0.115
C 0.398 4.918 -0.357 -0.252
C 0.315 3.708 -1.059 -0.059
Br -0.106 3.799 -2.897 0.076
C 0.562 2.419 -0.460 -0.180
C 0.864 2.312 0.870 -0.004
C -1.973 -1.821 0.062 -0.271
C -2.517 -1.692 -1.239 0.333
O -3.818 -1.150 -1.408 -0.698
H -1.220 -3.098 -4.836 0.180
H -2.180 -1.728 -5.635 0.210
H -0.728 -1.443 -4.607 0.182
H -0.086 -3.181 -3.067 0.213
H 0.888 -3.394 -0.645 0.209
H 0.252 -3.241 1.977 0.209
H -0.745 -1.766 2.394 0.221
H 2.720 -1.961 2.643 0.213
H 2.378 -3.199 1.292 0.197
H 3.026 -1.521 0.800 0.200
H 1.159 -0.151 -0.110 0.172
H 1.111 2.030 4.607 0.434
H 1.118 5.626 1.482 0.242
H 0.175 5.816 -0.872 0.241
H 0.376 1.574 -1.075 0.219
H -2.655 -1.615 0.864 0.231
H -3.972 -1.014 -2.368 0.489
```

***

Entry 3:
A molecular structure, C19H17Cl5N2Pd in a non-equilibrium geometry. Source: OMol25; level of theory: wB97M-V/def2-TZVPD.

- net charge = +2
- spin multiplicity = 5
- LUMO (alpha / beta) (eV) = -6.77 / -10.76
- calculated total energy (eV) = -89028.8038
- orbital gap (alpha / beta) (eV) = 7.25 / 4.75

The geometry in XYZ format:
```
44
Properties=species:S:1:pos:R:3:lowdin_spin:R:1
C 2.034 -4.117 3.664 0.000
C 2.722 -4.868 2.520 0.000
H 2.744 -3.482 4.204 0.000
H 1.593 -4.813 4.386 0.000
H 1.230 -3.474 3.289 0.000
H 3.014 -4.184 1.715 0.000
H 3.627 -5.378 2.867 0.000
H 2.060 -5.625 2.087 0.000
C 0.003 2.644 1.533 0.016
C 0.017 4.032 1.611 0.009
C 0.389 4.765 0.485 -0.002
C 0.734 4.084 -0.677 0.007
H -0.277 2.011 2.372 0.003
H -0.260 4.521 2.539 0.001
H 0.411 5.850 0.509 0.000
H 1.026 4.636 -1.563 0.001
N 0.335 1.982 0.413 0.139
C 0.699 2.685 -0.691 0.012
C 1.046 1.878 -1.870 0.018
N 0.962 0.523 -1.716 0.179
C 1.268 -0.267 -2.763 0.018
C 1.755 1.614 -4.164 0.000
C 1.666 0.233 -3.995 0.006
H 1.183 -1.333 -2.584 0.002
H 1.899 -0.454 -4.801 0.001
C 1.442 2.436 -3.089 0.005
H 1.503 3.513 -3.195 0.001
H 2.062 2.042 -5.113 0.000
Pd 0.360 -0.141 0.147 1.423
C 0.466 -2.115 -0.357 0.574
H 1.504 -2.298 -0.663 0.039
H -0.222 -2.253 -1.202 0.040
H 0.197 -2.799 0.447 0.047
Cl -1.561 -2.203 1.997 0.126
C -2.460 -1.110 0.955 0.202
C -1.805 -0.106 0.184 0.248
C -2.641 0.861 -0.453 0.232
Cl -2.032 2.120 -1.501 0.116
C -4.048 0.778 -0.356 0.148
Cl -5.081 1.950 -1.190 0.088
C -4.652 -0.235 0.391 -0.003
Cl -6.413 -0.322 0.517 -0.006
C -3.861 -1.170 1.056 0.185
Cl -4.637 -2.409 2.054 0.121
```

***

Entry 4:
A molecular structure, C19H17F5N2V in a non-equilibrium geometry. Source: OMol25; level of theory: wB97M-V/def2-TZVPD.

- spin multiplicity = 4
- LUMO (alpha / beta) (eV) = -0.29 / -0.63
- calculated total energy (eV) = -62230.7255
- orbital gap (alpha / beta) (eV) = 5.79 / 7.23

The geometry in XYZ format:
```
44
Properties=species:S:1:pos:R:3:lowdin_spin:R:1
C 0.558 -0.561 -2.977 0.042
C 0.715 -2.033 -2.548 0.042
H -0.464 -0.306 -3.282 0.008
H 1.159 -0.428 -3.895 0.007
H 1.001 0.229 -2.323 0.005
H 0.293 -2.351 -1.550 0.016
H 0.136 -2.616 -3.281 0.004
H 1.764 -2.339 -2.638 0.007
C -1.604 1.338 -1.521 0.053
C -2.790 2.055 -1.381 0.014
C -3.632 1.790 -0.300 0.061
C -3.285 0.765 0.569 -0.001
H -0.887 1.526 -2.323 0.003
H -3.027 2.804 -2.132 0.000
H -4.548 2.359 -0.157 0.003
H -3.910 0.511 1.415 -0.001
N -1.283 0.327 -0.678 0.051
C -2.129 0.004 0.342 0.074
C -1.720 -1.126 1.155 0.074
N -0.560 -1.731 0.756 0.051
C -0.033 -2.726 1.505 0.055
C -1.788 -2.493 3.142 0.062
C -0.619 -3.119 2.707 0.016
H 0.901 -3.146 1.130 0.003
H -0.115 -3.887 3.288 0.000
C -2.364 -1.524 2.336 0.001
H -3.277 -1.010 2.611 -0.001
H -2.225 -2.726 4.109 0.004
V 0.490 -0.780 -0.738 2.320
C 2.308 -1.432 -0.138 0.000
H 2.394 -2.518 -0.289 0.005
H 2.451 -1.183 0.926 0.006
H 3.046 -0.882 -0.754 0.010
F 2.143 1.984 -2.211 0.001
C 2.080 2.076 -0.845 0.001
C 1.546 1.045 -0.080 -0.015
C 1.447 1.282 1.286 0.009
F 0.816 0.378 2.100 0.009
C 1.947 2.428 1.911 -0.001
F 1.889 2.564 3.249 0.000
C 2.516 3.425 1.119 0.005
F 3.022 4.533 1.690 0.002
C 2.567 3.256 -0.266 -0.002
F 3.071 4.235 -1.040 -0.001
```

***

Entry 5:
A molecular structure, C19H17FN2O4PtS. Source: OMol25; level of theory: wB97M-V/def2-TZVPD.

- net charge = -2
- LUMO (eV) = 4.57
- calculated total energy (eV) = -47951.0807
- orbital gap (eV) = 5.63

The geometry in XYZ format:
```
45
Properties=species:S:1:pos:R:3:nbo_charge:R:1
Pt 0.602 -0.512 0.030 0.997
C -0.269 -0.874 -4.103 -0.671
C -0.309 -1.120 -2.609 0.474
O 0.622 -0.528 -1.964 -0.637
C -1.303 -1.949 -2.111 -0.492
C -1.583 -2.257 -0.751 0.267
C -2.739 -3.162 -0.427 -0.651
N -0.891 -1.747 0.223 -0.328
N -1.242 -2.063 1.535 -0.439
C -0.490 -1.399 2.360 0.504
O 0.464 -0.589 2.037 -0.686
C -0.746 -1.570 3.821 0.007
C -1.690 -2.477 4.296 -0.210
C -1.936 -2.588 5.656 -0.233
C -1.239 -1.798 6.562 -0.240
C -0.287 -0.903 6.094 -0.226
C -0.041 -0.791 4.731 -0.213
H 0.404 -0.043 -4.303 0.226
H -1.263 -0.628 -4.476 0.211
H 0.091 -1.758 -4.636 0.198
H -1.973 -2.381 -2.843 0.189
H -3.170 -3.567 -1.342 0.195
H -3.503 -2.606 0.119 0.233
H -2.419 -3.978 0.222 0.221
H -2.226 -3.080 3.575 0.232
H -2.676 -3.295 6.013 0.194
H -1.440 -1.877 7.624 0.191
H 0.267 -0.289 6.794 0.196
H 0.687 -0.091 4.343 0.245
O -5.203 7.562 1.291 -0.712
C -4.950 7.054 0.036 0.773
O -5.393 7.677 -0.905 -0.646
C -4.181 5.816 -0.030 -0.337
C -3.696 5.113 1.090 -0.170
C -3.026 3.923 0.970 -0.281
C -2.787 3.310 -0.297 -0.134
S -2.046 1.791 -0.440 -0.335
C -3.241 4.064 -1.425 -0.284
C -3.911 5.252 -1.291 -0.142
H -4.802 6.972 1.938 0.474
H -3.834 5.497 2.101 0.161
H -2.668 3.408 1.852 0.214
H -3.045 3.655 -2.408 0.207
H -4.260 5.791 -2.165 0.210
F 2.170 0.723 -0.036 -0.749
```

***

Entry 6:
A molecular structure, C19H17FeN2O3 in a non-equilibrium geometry. Source: OMol25; level of theory: wB97M-V/def2-TZVPD.

- net charge = +1
- spin multiplicity = 5
- LUMO (alpha / beta) (eV) = -2.58 / -6.03
- calculated total energy (eV) = -63474.5052
- orbital gap (alpha / beta) (eV) = 5.71 / 5.70

The geometry in XYZ format:
```
42
Properties=species:S:1:pos:R:3:lowdin_spin:R:1
C -4.242 -1.880 0.609 0.061
C -2.861 -2.452 0.590 0.366
C -1.781 -1.529 0.536 0.482
C -0.497 -2.019 0.509 0.054
C -0.297 -3.391 0.576 0.204
C -1.339 -4.329 0.613 0.395
C -2.635 -3.828 0.616 0.053
N 1.079 -3.532 0.579 0.066
C 1.675 -2.328 0.520 0.167
C 3.154 -2.309 0.583 0.028
N 0.769 -1.359 0.394 0.077
H -5.006 -2.660 0.610 -0.001
H -4.400 -1.253 1.498 0.020
H -4.419 -1.236 -0.263 0.018
H -1.913 -0.447 0.508 0.026
H -1.121 -5.389 0.637 0.021
H -3.486 -4.488 0.642 -0.005
H 1.578 -4.453 0.641 0.000
H 3.477 -1.271 0.601 0.000
H 3.537 -2.843 1.473 0.008
H 3.568 -2.834 -0.296 0.009
O 1.063 6.032 -2.391 0.018
C 0.787 4.971 -1.971 0.056
Fe 1.104 3.356 -1.289 1.267
C 2.598 2.997 -2.251 0.034
O 3.688 2.854 -2.603 0.015
C 2.147 4.108 -0.082 -0.023
O 2.950 4.692 0.541 -0.015
C 0.988 0.266 0.272 0.060
C 0.277 1.179 1.275 0.037
C -0.249 2.437 1.190 0.012
C -0.363 3.388 0.075 0.015
C -0.875 2.868 -1.146 0.037
C -0.247 1.719 -1.668 0.052
C 0.873 1.084 -1.111 0.352
H 2.113 0.354 0.481 0.003
H 0.336 0.738 2.272 0.001
H -0.705 2.883 2.101 0.002
H -0.639 4.437 0.277 0.001
H -1.682 3.395 -1.664 0.005
H -0.622 1.384 -2.650 0.018
H 1.618 0.687 -1.838 0.005
```

***

Entry 7:
C19H17N3OS in the gas phase. Source: OMol25; level of theory: wB97M-V/def2-TZVPD.

- LUMO (eV) = 0.59
- SMILES = Cc1ccc2nc(SCC(=O)c3c(C)[nH]c4ccccc34)[nH]c2c1
- calculated total energy (eV) = -37333.2770
- orbital gap (eV) = 8.32

The geometry in XYZ format:
```
41
Properties=species:S:1:pos:R:3:nbo_charge:R:1
C -7.365 -0.201 -1.295 -0.622
C -6.016 -0.091 -0.650 -0.015
C -5.857 0.741 0.467 -0.233
C -4.651 0.894 1.115 -0.183
C -3.562 0.183 0.624 0.075
N -2.262 0.132 1.061 -0.492
C -1.660 -0.680 0.245 0.225
S 0.010 -1.159 0.331 0.256
C 0.621 0.101 1.503 -0.616
C 1.328 1.210 0.744 0.554
O 0.804 2.306 0.658 -0.562
C 2.615 0.914 0.149 -0.298
C 3.341 1.884 -0.537 0.303
C 2.984 3.293 -0.814 -0.655
N 4.513 1.355 -0.956 -0.509
C 4.599 0.040 -0.572 0.114
C 5.622 -0.869 -0.793 -0.225
C 5.456 -2.146 -0.299 -0.220
C 4.296 -2.495 0.389 -0.222
C 3.279 -1.590 0.609 -0.226
C 3.415 -0.287 0.131 0.006
N -2.475 -1.196 -0.724 -0.564
C -3.720 -0.655 -0.503 0.172
C -4.936 -0.802 -1.147 -0.271
H -8.099 -0.570 -0.580 0.217
H -7.338 -0.878 -2.145 0.210
H -7.700 0.776 -1.641 0.217
H -6.721 1.280 0.827 0.207
H -4.544 1.538 1.972 0.222
H 1.284 -0.395 2.209 0.236
H -0.268 0.496 1.997 0.295
H 3.782 3.798 -1.354 0.204
H 2.782 3.816 0.119 0.255
H 2.064 3.337 -1.394 0.253
H 5.219 1.852 -1.475 0.414
H 6.512 -0.583 -1.333 0.212
H 6.230 -2.884 -0.449 0.214
H 4.191 -3.504 0.759 0.213
H 2.394 -1.914 1.131 0.210
H -2.205 -1.845 -1.443 0.421
H -5.039 -1.448 -2.006 0.208
```

***

Entry 8:
2 unconnected molecules or ions with the total composition C19H18BF3N in a non-equilibrium geometry. Source: OMol25; level of theory: wB97M-V/def2-TZVPD.

- net charge = +1
- LUMO (eV) = -4.60
- calculated total energy (eV) = -30307.0959
- orbital gap (eV) = 7.06

The geometry in XYZ format:
```
42
Properties=species:S:1:pos:R:3:nbo_charge:R:1
F -3.637 0.578 -3.826 -0.313
C -2.470 1.246 -3.608 0.978
F -2.041 1.725 -4.808 -0.314
F -2.796 2.354 -2.843 -0.346
C -1.458 0.395 -2.901 -0.164
C -0.139 0.326 -3.348 -0.169
C 0.801 -0.355 -2.571 -0.240
C 0.427 -0.905 -1.338 0.071
C 1.415 -1.173 -0.219 -0.415
C 1.327 -2.483 0.534 -0.032
C 2.349 -2.660 1.472 -0.210
C 2.184 -3.519 2.553 -0.201
C 1.021 -4.290 2.651 -0.209
C 0.066 -4.240 1.631 -0.187
C 0.240 -3.379 0.538 -0.235
C -0.923 -0.939 -0.986 -0.265
C -1.873 -0.286 -1.762 -0.171
H 0.149 0.815 -4.280 0.249
H 1.820 -0.469 -2.944 0.235
H 2.454 -1.037 -0.590 0.239
H 3.277 -2.102 1.345 0.212
H 2.954 -3.571 3.321 0.226
H 0.864 -4.935 3.516 0.228
H -0.829 -4.861 1.688 0.226
H -0.443 -3.437 -0.313 0.225
H -1.250 -1.467 -0.093 0.238
H -2.921 -0.277 -1.467 0.243
H 1.265 -0.402 0.486 0.165
B 0.813 0.877 2.124 0.594
N 0.236 2.085 1.531 -0.563
C 0.011 3.122 2.387 0.089
C -0.551 4.287 1.946 -0.221
C -0.944 4.446 0.616 -0.077
C -0.723 3.362 -0.238 -0.210
C -0.109 2.217 0.210 0.090
H 0.091 -0.013 2.571 -0.026
H 2.007 0.828 2.408 -0.031
H 0.319 2.934 3.412 0.243
H -0.683 5.082 2.659 0.259
H -1.397 5.361 0.258 0.259
H -1.028 3.384 -1.278 0.268
H 0.123 1.375 -0.444 0.261
```